120
Properties=species:S:1:pos:R:3:forces:R:3 method="wB97M-V/def2-TZVPD" molar_mass_g_mol=759.909 homo_ev=-8.2 de_lowest_kcal_mol=87.0 total_energy_ha=-2680.0011 smiles="COCCNCCOC.COCCNCCOC.COCCNCCOC.NC(N)=O.NC(N)=O.NC(N)=O.NC(N)=O.NC(N)=O.NC(N)=O" orbital_gap_ev=8.17
C -5.2773 -0.7968 0.0764 -0.1 1.3 -0.4
O -5.0035 0.3968 -0.6673 1.8 0.3 0.0
C -3.6575 0.8937 -0.3552 -1.0 -0.1 -0.4
C -3.1993 2.0980 -1.2257 -1.6 0.1 -0.1
N -1.9471 2.0098 -1.9493 0.4 -0.6 -0.2
C -2.0672 1.3339 -3.2454 0.2 -0.4 -0.5
C -0.6887 1.1484 -3.9695 -1.1 -0.9 0.8
O -0.3079 2.1147 -4.8799 1.1 1.5 -1.2
C -0.9964 2.1377 -6.1311 -2.0 -0.2 1.4
H -6.0245 -1.2227 -0.5932 -0.1 -0.8 0.9
H -5.5617 -0.5397 1.0968 -1.0 0.2 0.1
H -4.4268 -1.4276 0.3351 0.5 -0.3 -1.1
H -3.0069 0.0287 -0.4845 0.5 0.1 0.2
H -3.7177 1.2100 0.6862 0.5 -0.1 0.1
H -3.2404 3.0035 -0.6203 0.6 -0.1 0.3
H -3.9646 2.3387 -1.9637 -0.6 -0.4 -0.1
H -1.6448 2.9628 -2.0929 0.0 0.3 -0.5
H -2.7988 1.6669 -3.9816 -0.1 1.6 -0.1
H -2.6450 0.4199 -3.1080 0.9 -0.9 0.6
H -0.6705 0.1810 -4.4715 -0.2 -0.4 -0.1
H 0.0888 1.0912 -3.2077 0.1 0.2 -0.1
H -1.8810 2.7615 -6.0030 -0.3 0.1 0.1
H -1.4039 1.1356 -6.2648 0.2 -0.2 -0.8
H -0.5628 2.5767 -7.0296 1.2 -0.4 0.5
C 3.8393 -4.6150 5.3972 -0.8 -0.4 -0.8
O 3.3496 -3.3564 4.9895 1.4 1.1 0.0
C 2.0702 -3.3587 4.3884 0.2 0.6 1.4
C 1.7087 -1.9531 3.8338 0.8 -1.2 -1.2
N 1.4947 -0.8200 4.6713 -1.0 -1.2 1.6
C 0.4265 -1.0679 5.6966 2.0 1.8 0.2
C 0.4780 0.2293 6.4908 -0.8 0.8 0.9
O 1.8152 0.6390 6.7942 -0.2 0.0 -0.7
C 1.9408 1.6433 7.8017 0.0 -0.6 0.1
H 3.1901 -5.0547 6.1543 -0.1 -0.1 0.2
H 4.8642 -4.6310 5.7681 -0.1 0.8 0.0
H 3.8206 -5.2520 4.5130 0.1 -0.5 0.0
H 1.4377 -3.6412 5.2300 -0.9 -0.2 -0.3
H 2.0368 -4.1175 3.6067 -0.2 0.0 -0.3
H 0.8036 -2.0518 3.2345 -0.1 -0.2 -0.1
H 2.5003 -1.7197 3.1218 0.0 0.2 -0.1
H 2.3110 -0.5222 5.1862 0.3 -0.4 0.0
H 0.6475 -1.8168 6.4572 0.0 -0.8 -0.6
H -0.5393 -1.1826 5.2045 0.1 -0.1 0.2
H -0.0218 0.1157 7.4528 -0.4 -0.1 0.1
H -0.0560 0.9953 5.9285 0.1 0.4 -0.1
H 2.8161 2.2551 7.5838 0.0 -0.2 0.0
H 2.0570 1.1112 8.7459 0.2 0.2 0.3
H 1.0946 2.3225 7.9051 -0.3 -0.1 -0.4
C 4.5846 2.1605 -0.7222 -0.6 -0.6 0.2
O 3.6787 1.4387 -1.5290 -0.4 -0.4 -1.1
C 3.7012 -0.0036 -1.3903 -1.1 0.8 0.8
C 2.7163 -0.6336 -2.4115 0.9 2.0 0.1
N 3.2126 -0.1349 -3.6794 -0.1 -2.3 -2.9
C 2.5296 -0.7926 -4.8732 0.1 1.6 1.1
C 3.2473 -0.4008 -6.1515 2.7 -1.4 0.7
O 2.6707 -0.8092 -7.3390 -1.0 0.6 -0.1
C 1.6571 0.1022 -7.7209 -0.1 -0.7 -1.1
H 4.5964 3.2349 -0.9051 -0.4 -0.1 -0.7
H 5.5917 1.7917 -0.9166 0.2 -0.1 0.6
H 4.1767 2.0734 0.2849 0.9 -0.2 0.6
H 3.4001 -0.2760 -0.3788 -0.2 0.1 0.4
H 4.7180 -0.3816 -1.4969 0.1 -0.1 -0.5
H 1.6772 -0.3050 -2.3893 0.0 0.0 1.1
H 2.7023 -1.7131 -2.2611 0.4 -0.1 -0.5
H 3.1258 0.8673 -3.7692 -0.2 0.0 0.4
H 1.4859 -0.4975 -4.9805 -0.4 0.1 0.3
H 2.5181 -1.8717 -4.7194 0.3 0.0 -0.1
H 4.1747 -0.9723 -6.1122 0.3 -0.2 0.1
H 3.6682 0.6025 -6.2171 -0.8 0.6 0.3
H 1.1331 -0.4568 -8.4962 -0.6 0.3 0.1
H 2.0472 0.9942 -8.2111 0.4 0.2 0.1
H 1.0048 0.4188 -6.9070 -0.1 -0.2 0.1
C -2.2682 0.2405 3.0948 2.8 3.1 -1.7
O -1.9841 1.3391 2.5604 -2.1 -0.6 0.7
N -1.6110 -0.8288 2.6442 -0.8 -1.1 0.3
N -2.9298 0.0302 4.2186 -1.4 -1.3 1.8
H -0.9852 -0.6633 1.8689 0.5 -0.7 -0.2
H -1.6983 -1.6558 3.2175 0.6 -0.3 -1.0
H -3.4263 0.6567 4.8359 0.3 0.2 -0.7
H -2.9190 -0.9539 4.4456 -0.6 0.4 0.6
C -1.1157 -4.1099 0.2026 0.4 1.9 -1.4
O -1.2782 -3.4285 -0.8234 0.0 -0.6 0.8
N -1.7167 -5.2624 0.4180 -2.4 -3.5 -0.9
N -0.4070 -3.7707 1.2629 1.9 1.1 1.8
H -1.2687 -6.0552 0.8549 0.1 0.4 0.2
H -2.3627 -5.5486 -0.3038 0.2 0.0 -0.1
H -0.2054 -4.4592 1.9738 -0.3 0.2 -0.2
H 0.1194 -2.9096 1.3026 0.1 0.3 -0.6
C -4.1001 -2.2545 -3.4819 -2.3 -2.9 1.7
O -5.2578 -1.9801 -3.6748 -1.6 0.7 0.2
N -3.1298 -1.8310 -4.1865 4.0 3.7 -4.5
N -3.6339 -3.1672 -2.6204 -0.4 -1.1 1.5
H -2.2122 -2.2433 -4.2766 -0.4 0.1 0.2
H -3.4028 -1.1575 -4.8880 0.3 -0.1 -0.1
H -2.6286 -3.2490 -2.5670 -0.5 -0.6 0.9
H -4.3079 -3.7274 -2.1184 0.6 0.1 0.1
C -1.3550 5.4037 -1.5972 -0.7 -0.6 0.1
O -1.7279 4.7769 -2.5508 -0.5 -1.0 -2.5
N -1.4900 6.6800 -1.4355 -0.8 4.5 -1.2
N -0.8591 4.8809 -0.5344 2.2 -3.8 4.5
H -1.1234 7.1399 -0.6145 -0.1 0.2 -0.7
H -1.6921 7.1385 -2.3125 0.0 0.7 0.5
H -0.7018 5.3592 0.3412 0.0 0.1 -0.4
H -0.8881 3.8811 -0.3940 0.1 0.1 -0.2
C 1.3741 2.4088 3.0036 -0.1 1.2 -0.1
O 1.1364 3.4101 2.3797 0.2 2.2 -1.5
N 2.3645 2.1756 3.8346 3.9 0.7 2.3
N 0.6406 1.3577 3.0117 -3.4 -3.3 -0.7
H 2.2543 1.3543 4.4120 0.8 0.5 0.0
H 3.2172 2.7169 3.8345 -0.4 -0.1 0.2
H -0.3188 1.4206 2.7024 -0.1 0.1 -0.1
H 0.8889 0.6482 3.6863 -0.4 -0.6 -0.5
C 0.2348 -0.3183 -0.2909 -0.9 0.3 2.3
O 0.5203 -1.0205 0.6726 1.4 -1.9 1.6
N -0.4584 -0.7010 -1.2828 -2.7 -2.8 -4.7
N 0.3531 0.9623 -0.2524 2.0 3.9 1.4
H -0.9797 0.0004 -1.7891 0.1 -0.2 0.1
H -0.7683 -1.6614 -1.3219 0.0 -0.1 0.1
H -0.0763 1.5843 -0.9223 -0.1 -0.1 0.1
H 0.6864 1.2826 0.6456 0.1 0.6 -0.2

18
Properties=species:S:1:pos:R:3:forces:R:3 method="wB97M-V/def2-TZVPD" molar_mass_g_mol=105.137 homo_ev=-9.8 de_lowest_kcal_mol=93.2 total_energy_ha=-364.1197 orbital_gap_ev=10.40
C -2.1242 1.1238 2.0673 0.9 4.2 -1.8
C 1.5111 1.2280 -1.6352 -0.6 1.2 -1.5
C 1.4808 0.0249 -0.7078 -1.3 -0.4 -2.5
C 0.2586 -2.2714 -0.2812 -0.7 2.0 0.0
H -0.8633 0.1690 0.9554 -1.2 -0.6 1.7
H -2.6271 1.1864 3.0168 0.3 -0.8 0.6
H -1.3172 1.9824 2.0213 -1.5 -1.3 0.6
H -2.9199 1.5856 1.3545 1.0 -1.5 0.5
H 0.2811 1.3534 -2.1692 4.1 0.1 1.7
H 2.3464 1.0412 -2.5934 -2.5 0.9 3.0
H 1.8389 2.0821 -0.7505 -1.0 -2.0 -3.4
H 0.5196 -0.9261 -2.0200 -0.8 -0.7 -0.9
H 0.9251 -2.2047 0.6278 -1.3 -0.5 -0.7
H -0.9024 -2.0194 -0.1034 2.8 -0.5 0.1
H 0.2524 -3.3042 -0.7631 0.7 1.7 0.2
N 0.8564 -1.0877 -1.1048 -1.7 -2.6 -1.2
O -1.4672 -0.0635 1.7322 0.5 0.1 -1.6
O 1.9506 0.1003 0.3531 2.4 0.8 5.3

11
Properties=species:S:1:pos:R:3:forces:R:3 method="wB97M-V/def2-TZVPD" molar_mass_g_mol=109.092 homo_ev=-9.9 de_lowest_kcal_mol=65.6 total_energy_ha=-389.7641 orbital_gap_ev=9.13
C 1.0703 -0.2811 -0.1093 -0.9 -2.2 0.2
C 0.4097 0.9177 -0.6063 -2.1 1.3 -0.7
C -1.6241 0.1948 0.4130 2.1 1.1 -1.1
H 2.1832 0.4632 1.0214 1.0 0.1 0.6
H 0.9344 1.6394 -1.2868 -0.4 -0.7 0.7
H -2.3176 0.7003 1.0515 -0.5 0.1 0.3
N 1.9784 -0.4872 0.7280 0.0 1.1 0.2
N -0.8604 1.1031 -0.3986 0.9 -0.3 0.2
N -1.5278 -1.0633 0.4473 0.4 -1.1 -0.7
N -0.7168 -1.7462 -0.5349 0.4 0.6 0.7
N 0.4708 -1.4406 -0.7253 -0.9 0.0 -0.4

65
Properties=species:S:1:pos:R:3:forces:R:3 method="wB97M-V/def2-TZVPD" molar_mass_g_mol=430.409 homo_ev=-9.6 total_energy_ha=-1671.3866 smiles="NC(N)=O.NC(N)=O.NC(N)=O.OCCO.OCCO.O.O.O.O.O.O.O" orbital_gap_ev=9.60
C -5.5976 4.0290 -0.4910 -0.2 4.6 3.4
O -5.7634 5.2368 -0.2662 0.4 -0.5 0.4
N -5.1853 3.1409 0.3887 1.6 -1.8 2.9
N -5.9323 3.5161 -1.5883 -1.7 -2.9 -6.6
H -4.8614 3.4456 1.2955 0.0 0.0 -0.4
H -5.0287 2.1738 0.1434 -0.1 0.3 0.2
H -5.6800 2.5657 -1.8191 -0.3 0.3 -0.1
H -6.4789 4.0449 -2.2529 0.4 0.0 0.2
C 1.8935 -0.2321 1.0545 1.1 -1.3 1.6
O 2.2235 -1.2136 1.6708 0.3 -1.7 0.8
N 0.7162 -0.0393 0.5335 -4.4 0.5 -2.5
N 2.6835 0.8065 0.9247 2.5 3.2 -0.4
H 0.6202 0.6242 -0.2219 0.0 0.1 0.2
H 0.0249 -0.7713 0.4541 0.5 -0.2 0.4
H 3.5455 0.8532 1.4491 -0.2 -0.3 -0.1
H 2.3309 1.6946 0.5974 0.1 -0.2 0.1
C 4.9245 -3.7299 7.3450 -0.7 2.4 -1.0
O 4.7929 -2.5158 7.4277 0.3 -0.1 0.6
N 5.5357 -4.5305 8.1786 2.3 -1.1 3.9
N 4.4684 -4.4103 6.3226 -1.7 -1.9 -3.8
H 5.8490 -4.0931 9.0334 0.0 -0.2 -0.1
H 5.4500 -5.5363 8.2134 -0.2 0.4 -0.3
H 4.1198 -3.9401 5.4995 0.0 0.2 0.4
H 4.7118 -5.3780 6.1660 0.0 0.3 0.1
C -6.5815 -3.0011 -0.5132 -0.1 0.6 0.7
C -7.3309 -4.2822 -0.8119 -0.7 0.8 -0.8
O -7.3717 -4.5715 -2.2199 0.4 -0.6 0.7
O -5.2269 -3.0000 -0.8635 0.6 -0.4 -0.4
H -6.6404 -2.7705 0.5505 -0.4 -0.2 0.4
H -6.9803 -2.1084 -0.9950 -0.5 -0.2 -0.3
H -8.3559 -4.1910 -0.4523 -0.2 0.2 0.2
H -6.9336 -5.1147 -0.2311 0.4 -0.2 -0.5
H -7.6435 -3.7860 -2.7001 0.0 0.1 0.1
H -4.8878 -3.8665 -0.6272 0.3 -0.1 -0.1
C -2.5365 -1.0149 -6.1358 0.8 0.0 -0.9
C -2.7730 -1.8766 -7.3931 -0.5 -0.3 0.5
O -3.2013 -1.0550 -8.4642 0.1 0.4 0.0
O -3.6675 -0.7086 -5.3576 -0.4 0.0 -0.2
H -2.0976 -0.1060 -6.5472 -0.2 0.4 0.2
H -1.7818 -1.3989 -5.4496 0.3 -0.5 -0.4
H -3.5550 -2.6172 -7.2253 -0.1 -0.2 0.4
H -1.8899 -2.4366 -7.7008 0.4 0.1 0.3
H -3.3464 -1.6332 -9.2166 -0.1 0.1 -0.1
H -3.7388 -1.4356 -4.7346 -0.3 0.1 0.1
O 1.7527 3.2920 5.6772 0.1 0.0 0.2
H 1.8063 2.6725 4.9494 0.1 -0.2 -0.1
H 1.2710 4.0388 5.3217 -0.1 0.2 0.0
O 5.6146 6.1487 -0.0714 -0.2 0.0 -0.2
H 6.2346 6.8738 0.0071 0.1 0.2 0.0
H 5.7793 5.6076 0.7009 0.0 -0.2 0.2
O 6.0555 -4.4209 0.9157 0.0 -0.1 -0.2
H 6.9006 -4.2608 1.3358 0.2 0.0 0.1
H 5.4337 -3.8957 1.4194 -0.3 0.2 0.1
O 7.3508 2.5910 2.6830 -0.2 0.2 0.0
H 7.9359 2.4123 3.4192 0.1 0.0 0.2
H 7.6735 2.0296 1.9782 0.1 -0.2 -0.2
O 8.3195 -0.4572 -0.3301 0.0 0.1 0.3
H 7.8692 -1.2438 -0.6380 -0.2 -0.2 0.0
H 8.7312 -0.0939 -1.1142 0.1 0.1 -0.2
O -0.7481 3.6963 -2.8607 0.1 -0.3 0.0
H -0.2916 4.4447 -2.4765 0.1 0.3 0.2
H -1.6414 4.0084 -3.0051 -0.2 0.1 0.0
O 0.3094 6.9033 -0.4296 0.0 -0.3 -0.1
H 0.8152 7.6014 -0.8457 0.2 0.2 -0.1
H 0.0056 7.2852 0.3938 -0.1 0.1 0.2

77
Properties=species:S:1:pos:R:3:forces:R:3 method="wB97M-V/def2-TZVPD" molar_mass_g_mol=817.630 homo_ev="-18.8 / -19.2" de_lowest_kcal_mol=7.7 total_energy_ha=-11420.1206 charge=+4 spin_multiplicity=5 orbital_gap_ev="7.45 / 6.38" s_squared=6.028
Ru -0.6071 0.9516 0.0171 -1.1 0.0 0.0
C -2.1467 4.0012 -0.6883 0.0 0.0 0.1
C -3.3213 3.8537 0.2638 0.0 -0.3 0.1
S -3.4912 2.1715 0.9495 0.0 0.0 0.2
C -3.3151 2.4175 2.7487 -0.1 0.0 -0.3
C -2.3046 1.4657 3.3680 0.0 0.0 -0.2
S -0.6974 1.3155 2.5208 0.3 0.1 0.0
C 0.0348 2.9809 2.6505 -0.1 -0.2 -0.1
C -0.4171 4.0189 1.6362 -0.1 0.0 -0.2
S -0.5454 3.3766 -0.0814 0.1 0.3 0.3
H -2.3029 3.4458 -1.6131 0.0 0.0 0.0
H -1.9930 5.0515 -0.9417 0.0 0.0 0.0
H -3.2734 4.5528 1.0957 -0.1 0.0 0.0
H -4.2357 4.0719 -0.2873 0.0 0.1 0.0
H -3.0615 3.4594 2.9344 0.0 0.0 0.0
H -4.2897 2.2322 3.2006 0.0 0.0 0.1
H -2.0753 1.7701 4.3905 0.0 -0.1 0.0
H -2.6828 0.4436 3.4076 0.0 0.0 0.0
H -0.1571 3.3341 3.6645 0.1 0.0 0.0
H 1.1050 2.7949 2.5592 0.0 0.0 0.1
H -1.3671 4.4781 1.8960 0.0 -0.1 0.0
H 0.3309 4.8100 1.5864 -0.1 0.1 0.0
C 3.1126 2.0179 0.0981 -0.3 0.0 0.1
As 1.6815 1.2272 -0.9684 0.7 0.0 -0.7
C 1.6162 2.4163 -2.5015 -0.1 0.1 0.0
C 2.5206 -0.2736 -1.9362 -0.1 0.1 0.2
C 2.7205 -1.6851 -1.3607 0.0 0.1 0.0
C 3.2763 -2.5190 -2.5341 0.0 0.0 0.2
C 1.3711 -2.3011 -0.9561 0.0 0.2 0.0
As 0.1086 -1.4112 0.2869 0.2 -0.8 0.3
C -1.3295 -2.7135 0.1531 -0.1 0.1 0.1
C 0.8527 -1.7823 2.0500 -0.1 0.2 -0.1
C 3.7475 -1.6732 -0.1967 0.2 -0.3 -0.3
As 4.9548 -3.2779 -0.0415 -0.2 0.4 0.7
C 6.7018 -2.7149 0.5721 0.1 -0.1 -0.2
C 4.2877 -4.5012 1.3111 0.1 -0.1 -0.2
H 3.9853 2.1412 -0.5425 0.0 -0.1 -0.1
H 3.3700 1.4083 0.9619 0.0 0.0 0.0
H 2.7974 3.0073 0.4291 0.0 0.0 0.0
H 2.6223 2.5014 -2.9117 0.0 -0.1 0.0
H 1.2726 3.4081 -2.2234 0.0 0.0 0.1
H 0.9494 2.0046 -3.2583 0.0 0.0 0.0
H 3.4818 0.1341 -2.2608 0.0 0.0 0.0
H 1.9040 -0.3577 -2.8348 0.0 0.0 0.0
H 2.6635 -2.4327 -3.4311 0.0 0.0 0.0
H 3.3115 -3.5796 -2.2644 0.0 0.0 -0.1
H 4.2841 -2.1847 -2.7934 0.0 0.0 0.0
H 1.5359 -3.2835 -0.5044 -0.1 0.0 0.0
H 0.7841 -2.4621 -1.8642 0.0 0.0 0.0
H -0.9624 -3.7101 0.3955 0.1 0.0 0.0
H -1.7193 -2.7088 -0.8632 0.1 0.0 0.0
H -2.1294 -2.4547 0.8458 0.1 0.0 0.0
H 1.2884 -2.7804 2.0670 0.0 0.0 -0.1
H 0.0564 -1.7389 2.7916 0.0 0.0 0.0
H 1.6019 -1.0380 2.3166 0.0 0.0 0.0
H 3.2670 -1.5739 0.7785 0.1 0.0 0.1
H 4.4535 -0.8512 -0.3282 0.0 0.0 0.0
H 7.1671 -2.0081 -0.1108 -0.1 0.0 0.0
H 7.3326 -3.6005 0.6529 -0.1 0.0 0.0
H 6.5753 -2.2723 1.5633 -0.1 0.0 0.0
H 3.2825 -4.8506 1.0884 0.0 0.1 0.0
H 4.3205 -3.9805 2.2708 0.0 0.1 0.0
H 4.9582 -5.3597 1.3539 0.0 0.0 0.0
C -4.5214 -1.8480 -2.7542 0.0 0.1 0.0
As -4.3266 -0.4559 -1.4393 -0.3 -0.1 0.2
C -5.5829 0.9223 -1.9174 0.0 -0.1 0.0
C -4.7565 -1.1982 0.2995 0.0 0.1 -0.1
S -2.2518 0.2740 -1.5819 0.7 0.1 -0.1
H -5.5695 -2.1521 -2.7087 0.0 0.0 0.0
H -3.8876 -2.7050 -2.5410 0.0 0.0 0.1
H -4.3050 -1.4630 -3.7491 0.0 0.1 0.0
H -6.5620 0.4379 -1.9221 0.0 0.0 0.0
H -5.3631 1.2957 -2.9159 0.1 0.0 0.0
H -5.5889 1.7339 -1.1947 0.1 -0.1 0.1
H -5.0434 -2.2401 0.1588 0.0 0.0 0.0
H -5.5986 -0.6481 0.7161 0.0 0.0 0.0
H -3.9061 -1.1360 0.9723 0.0 0.1 -0.1